Record 1
Here is C22H24Br2IrN2O2Si as an isolated structure from the OMol25 dataset. Energies are from wB97M-V/def2-TZVPD.

The expectation value of S² is 8.8177. The energy comes out at -6653.91061 Eh. The HOMO energy (spin up / spin down) is -14.00 / -15.00 eV. The calculation puts the relative energy (zero: lowest compared OMol25 entry of this formula, charge and spin) at 88.4 kJ/mol. For the frontier orbital gap (spin up / spin down), the calculation gives 8.08 / 5.08 eV. As for the spin multiplicity: 6. Its net charge is +2.

```
54
C22H24Br2IrN2O2Si, DFT wB97M-V/def2-TZVPD
Ir -0.1794 0.0639 0.1792
C 2.0581 2.1737 5.0853
C 1.4871 1.0023 4.3487
C 1.2369 -0.2137 4.9826
C 0.6405 -1.2598 4.2908
C 0.2854 -1.0332 2.9834
Br -0.7583 -2.2690 1.9888
N 0.5666 0.0926 2.3281
C 1.1711 1.0815 2.9963
H 2.2942 1.8991 6.1103
H 1.3393 2.9936 5.1038
H 2.9670 2.5374 4.6061
H 1.4889 -0.3452 6.0265
H 0.4481 -2.2158 4.7553
H 1.4032 1.9700 2.4221
C -2.3748 2.5630 -3.1111
Si -2.2556 0.8082 -2.4322
C -0.7925 -0.0443 -3.2662
C -3.7386 -0.3469 -2.6536
N -2.0002 0.8977 -0.6551
C -2.8733 1.4661 0.1925
C -2.5690 1.5627 1.5862
C -3.4471 2.1024 2.4859
C -4.6925 2.5673 2.0485
C -5.0119 2.5162 0.6907
C -4.1325 1.9950 -0.2235
H -2.3945 2.5225 -4.2009
H -1.5088 3.1567 -2.8158
H -3.2713 3.0863 -2.7809
H -0.9777 -0.0487 -4.3412
H -0.6806 -1.0824 -2.9477
H 0.1401 0.4919 -3.0914
H -3.8471 -0.6089 -3.7063
H -4.6715 0.1109 -2.3272
H -3.6000 -1.2687 -2.0871
H -1.5970 1.2103 1.9139
H -3.1856 2.1789 3.5323
H -5.4012 2.9738 2.7561
H -5.9627 2.9010 0.3484
H -4.3964 1.9809 -1.2698
Br 4.5363 -2.7174 -3.5492
C 2.9753 -3.2468 -2.6703
C 2.7379 -4.6370 -2.6502
C 1.6316 -5.1422 -2.0255
C 0.7063 -4.2801 -1.4495
C 0.9144 -2.8987 -1.4881
C 2.0463 -2.3382 -2.0371
C 2.2627 -0.7987 -1.8883
O 3.1824 -0.2863 -2.4745
O 1.4701 -0.1021 -1.1386
H 3.4363 -5.3087 -3.1306
H 1.4758 -6.2116 -1.9935
H -0.1780 -4.6709 -0.9638
H 0.1680 -2.2344 -1.0891
```


Record 2
Here is a 2-piece molecular cluster, CH4FOPS overall from the OMol25 dataset. Energies are from wB97M-V/def2-TZVPD.

The expectation value of S² is 2.0087. The energy comes out at -955.06163 Eh. The HOMO energy (spin up / spin down) is -7.18 / -9.91 eV. The calculation puts the relative energy (zero: lowest compared OMol25 entry of this formula, charge and spin) at 125.6 kJ/mol. For the frontier orbital gap (spin up / spin down), the calculation gives 7.84 / 7.12 eV. As for the spin multiplicity: 3. Its net charge is 0.

```
9
CH4FOPS, DFT wB97M-V/def2-TZVPD
C 0.4200 0.5719 -0.4649
O -1.3173 -1.5462 1.3260
F -1.2875 0.5652 2.4006
P -0.2051 -0.4540 1.8817
S 1.1379 -1.1945 3.1085
H 0.0994 1.5144 -0.5306
H 1.5228 0.3593 -0.3638
H -0.2421 -0.1907 -0.9406
H -1.0585 -2.1422 0.6776
```


Record 3
Here is one molecule with the formula C2H5ClN2O2 from the OMol25 dataset. Energies are from wB97M-V/def2-TZVPD.

The energy comes out at -799.18106 Eh. The HOMO energy is -8.93 eV. The calculation puts the relative energy (zero: lowest compared OMol25 entry of this formula, charge and spin) at 323.2 kJ/mol. For the frontier orbital gap, the calculation gives 9.22 eV. As for the structure (SMILES): O/N=C(/CCl)NO. Its net charge is 0.

```
12
C2H5ClN2O2, DFT wB97M-V/def2-TZVPD
C -0.0813 -0.3024 0.1342
C 1.2602 -0.8755 0.6739
H -1.8983 1.5155 -0.9525
H 0.3547 1.6893 0.2564
H 1.3047 -1.7591 0.1100
H 1.0975 -0.7550 1.8494
H -2.6277 -0.1743 0.2189
N -0.4505 0.9755 0.4567
N -0.9361 -1.2564 -0.1570
O -1.8765 1.5828 0.0487
O -2.3274 -1.0761 -0.3381
Cl 2.2373 0.2625 -0.3597
```


Record 4
Here is a 2-piece molecular cluster, C6H8 overall from the OMol25 dataset. Energies are from wB97M-V/def2-TZVPD.

The energy comes out at -233.18408 Eh. The HOMO energy is -8.42 eV. The calculation puts the relative energy (zero: lowest compared OMol25 entry of this formula, charge and spin) at 532.8 kJ/mol. For the frontier orbital gap, the calculation gives 8.64 eV. Its net charge is 0.

```
14
C6H8, DFT wB97M-V/def2-TZVPD
C -1.3392 -0.4888 0.1778
C -2.2282 -0.8919 1.0817
C 2.5165 -0.3163 1.0882
C 1.3701 0.2712 0.6332
C -0.4988 0.1326 -0.5194
C -0.3554 0.6604 -1.8902
H -2.4715 -1.8375 1.2408
H -2.9021 -0.1556 1.5552
H 2.4608 -1.3402 1.3787
H 3.2358 0.4686 1.4277
H 1.3392 1.3831 0.6797
H 0.6006 0.1780 -2.3782
H -0.5767 1.7316 -2.0392
H -1.1512 0.2048 -2.4361
```